[1]
The following is a quantum chemistry calculation of a structure of composition C5H14N4O in a non-equilibrium geometry, from the Open Molecules 2025 dataset.

Output
Total charge: 0
Relative energy (zero: lowest compared OMol25 entry of this formula, charge and spin) (kJ/mol): 406.0
HOMO-LUMO gap (alpha / beta) (Eh): 0.268 / 0.268
HOMO (alpha / beta) (eV): -7.60 / -7.60

Cartesian coordinates (Å):
1 C -1.9814 -1.5235 -0.6137
2 C 0.9255 -1.9585 -0.0550
3 N -1.0005 -0.4484 -0.6345
4 C 0.4941 -0.7197 -0.8231
5 O 0.9370 -0.4967 -1.9646
6 H -1.2509 0.2963 -1.2810
7 H -2.9808 -1.0952 -0.5185
8 H -1.9451 -2.1219 -1.5297
9 H -1.7905 -2.1701 0.2419
10 H 2.0090 -2.0429 -0.1039
11 H 0.4895 -2.8352 -0.5402
12 H 0.6243 -1.9214 0.9893
13 C -1.3166 1.7103 0.9698
14 C 0.8696 0.8098 0.3699
15 N 1.0417 1.9019 -0.5397
16 N 1.9760 0.4475 1.2006
17 N -0.3390 0.6458 0.9863
18 H 1.1304 1.5833 -1.5021
19 H 1.8650 2.4568 -0.3354
20 H 2.8360 0.4202 0.6663
21 H 2.0884 1.0799 1.9855
22 H -1.3106 2.3118 0.0572
23 H -1.0659 2.3749 1.8066
24 H -2.3053 1.2952 1.1680

Atom charges from the natural (NBO) analysis, given in e for atoms 1 to 4: C -0.4192; C -0.7004; N -0.5790; C 0.6335


[2]
The following is a quantum chemistry calculation of a cluster of 2 separate species, C4H12N2 in total in a non-equilibrium geometry, from the Open Molecules 2025 dataset.

Output
Multiplicity: 2
Total charge: +1
Relative energy (zero: lowest compared OMol25 entry of this formula, charge and spin) (kJ/mol): 457.4
HOMO-LUMO gap (alpha / beta) (Eh): 0.212 / 0.266
HOMO (alpha / beta) (eV): -13.82 / -14.32

Cartesian coordinates (Å):
1 C 0.2089 1.5653 -2.4634
2 N 1.0108 1.3164 -1.3331
3 C 0.3364 1.4160 -0.1337
4 C -0.0497 -0.1032 0.3828
5 C -0.4486 -0.2428 1.7847
6 N -0.0440 -2.9440 1.0780
7 H -0.6600 0.9055 -2.5503
8 H -0.2281 2.5587 -2.4021
9 H 0.7178 1.4300 -3.4102
10 H -0.1665 -2.0659 1.5762
11 H -0.4489 2.1775 -0.0943
12 H 1.0210 1.7597 0.6450
13 H 0.9863 -0.4037 0.5892
14 H -0.3878 -0.6644 -0.4805
15 H -1.3958 0.2186 2.0545
16 H 0.3440 -0.1242 2.5152
17 H 0.1193 -3.7444 1.6769
18 H -0.9152 -3.0549 0.5650

Atom charges from the natural (NBO) analysis, given in e for atoms 1 to 4: C -0.5201; N -0.0390; C -0.2359; C -0.5159


[3]
The following is a quantum chemistry calculation of a structure of composition C8H9N in a non-equilibrium geometry, from the Open Molecules 2025 dataset.

Output
Total charge: 0
Relative energy (zero: lowest compared OMol25 entry of this formula, charge and spin) (kJ/mol): 806.3
HOMO-LUMO gap (Eh): 0.338
HOMO (eV): -8.17

Cartesian coordinates (Å):
1 C 1.2083 1.5940 0.0283
2 C 0.3008 0.1977 0.0800
3 C 1.3802 -0.6388 0.0749
4 C 2.4516 -1.2427 0.2104
5 C -0.9904 0.3974 1.0139
6 C -0.6514 -0.0276 -1.0167
7 C -1.3449 -1.2522 -0.5882
8 C -1.4714 -1.0898 0.7873
9 H 2.0805 0.9668 -0.7814
10 H 1.6578 1.7814 0.9984
11 H 0.7124 2.6645 -0.3628
12 H 3.4676 -1.7535 -0.1113
13 H -0.9727 0.6138 2.0739
14 H -2.6283 0.7067 -0.3418
15 H -0.0514 0.1497 -1.9937
16 H -1.7294 -1.9755 -1.3357
17 H -1.8064 -2.0571 1.4371
18 N -1.6127 0.9653 -0.1728

Atom charges from the natural (NBO) analysis, given in e for atoms 1 to 4: C -0.5902; C -0.1376; C -0.0363; C -0.2358


[4]
The following is a quantum chemistry calculation of a structure of composition C6H13NO in a non-equilibrium geometry, from the Open Molecules 2025 dataset.

Output
Total charge: 0
Relative energy (zero: lowest compared OMol25 entry of this formula, charge and spin) (kJ/mol): 457.1
HOMO-LUMO gap (Eh): 0.350
HOMO (eV): -9.69

Cartesian coordinates (Å):
1 O -1.2493 2.2399 -0.6473
2 C -0.7353 1.5468 -1.6802
3 N -0.2085 0.2043 -1.7914
4 C -0.6072 -0.3377 -0.4949
5 C 0.2300 0.3209 0.5739
6 C -0.2972 0.1511 1.9972
7 C 1.7241 -0.0354 0.4454
8 C -0.4503 -1.8696 -0.6016
9 H -0.9677 1.9501 -2.6928
10 H 0.4070 1.2650 -1.4548
11 H -1.6657 -0.1300 -0.2484
12 H 0.1580 1.4482 0.3618
13 H -0.3615 -0.9073 2.2866
14 H -1.3766 0.5272 2.0484
15 H 0.2995 0.7343 2.7422
16 H 1.9326 -1.0905 0.7418
17 H 1.9834 0.0816 -0.5981
18 H 2.3493 0.6048 1.0033
19 H -1.1395 -2.2666 -1.3693
20 H -0.5932 -2.3635 0.3757
21 H 0.5681 -2.0737 -0.9977

Atom charges from the natural (NBO) analysis, given in e for atoms 1 to 4: O -0.6130; C 0.2391; N -0.3677; C -0.1121